Record 1
DFT (ωB97M-V/def2-TZVPD) results for a 2-piece molecular cluster, C5H8O2 overall at a distorted geometry.

Summary:
Kohn-Sham gap = 10.49 eV
energy above the lowest of the compared OMol25 structures with the same formula, charge and spin = 31.1 kcal per mole
net charge = 0
LUMO energy = 0.996 eV

Last column: natural (NBO) charge in e.
Atoms and positions in Å:
O: -2.537 0.357 -1.370  -0.7163
C: -1.494 0.939 -0.604  -0.0946
C: -0.543 -0.148 -0.210  -0.2109
C: 0.746 -0.173 -0.541  -0.1643
C: 1.713 -1.245 -0.137  -0.6466
C: 0.615 1.230 2.515  0.5093
O: 1.745 1.119 2.480  -0.5106
H: -3.200 1.038 -1.532  0.4669
H: -1.899 1.414 0.305  0.1668
H: -0.958 1.715 -1.173  0.1593
H: -0.970 -0.956 0.385  0.1983
H: 2.070 -1.795 -1.015  0.2209
H: 1.147 0.640 -1.150  0.1912
H: 2.595 -0.820 0.359  0.2183
H: 1.248 -1.961 0.549  0.2120

=====

Record 2
DFT (ωB97M-V/def2-TZVPD) results for a 3-piece molecular cluster, C4H8O2 overall.

Summary:
Kohn-Sham gap (spin up / spin down) = 7.76 / 7.76 eV
energy above the lowest of the compared OMol25 structures with the same formula, charge and spin = 152.8 kcal per mole
net charge = 0
LUMO energy (spin up / spin down) = 0.304 / 0.305 eV

Last column: natural (NBO) charge in e.
Atoms and positions in Å:
O: 2.192 -0.200 0.477  -0.6842
C: 1.044 -0.251 -0.248  0.1633
C: -0.115 0.313 0.358  0.1379
O: 0.074 1.067 1.500  -0.6778
C: -1.461 -0.689 0.239  -0.3155
C: -1.311 0.569 -0.455  -0.3697
H: 2.817 -0.873 0.176  0.4944
H: 0.955 -1.070 -0.953  0.1907
H: 0.528 0.708 -1.960  -0.0925
H: 0.889 0.755 1.925  0.4824
H: -2.165 -0.812 1.071  0.2021
H: -1.174 -1.633 -0.219  0.1992
H: -0.314 0.741 -1.816  0.0540
H: -1.957 1.373 -0.093  0.2157

=====

Record 3
DFT (ωB97M-V/def2-TZVPD) results for C4H16F12O20S4Zn3 as an isolated structure at a distorted geometry.

Summary:
multiplicity = 2
Kohn-Sham gap (spin up / spin down) = 5.41 / 8.58 eV
⟨S²⟩ = 0.75
net charge = +1
LUMO energy (spin up / spin down) = -4.352 / -4.369 eV

Last column: Mulliken spin population.
Atoms and positions in Å:
Zn: 0.134 -2.581 1.882  -0.0003
Zn: 1.939 1.935 -1.367  0.0011
Zn: -3.259 2.173 0.044  1.2434
C: -0.623 5.450 0.096  0.0001
F: -0.172 4.814 1.183  -0.0005
F: -1.851 6.044 0.345  0.0000
F: 0.225 6.351 -0.250  -0.0001
S: -0.830 4.122 -1.352  0.0424
O: -1.956 3.307 -0.907  -0.0976
O: -1.091 4.830 -2.640  -0.0023
O: 0.419 3.305 -1.364  -0.0014
C: 5.381 -0.619 -0.189  0.0000
F: 5.818 0.616 -0.523  0.0000
F: 6.241 -1.606 -0.495  0.0000
F: 4.923 -0.683 1.058  0.0000
S: 3.947 -0.841 -1.442  0.0003
O: 3.166 -2.012 -0.944  0.0001
O: 3.149 0.353 -1.344  -0.0013
O: 4.520 -1.050 -2.776  0.0000
C: -1.144 -1.112 -1.936  -0.0163
F: -2.220 -1.916 -1.769  -0.0045
F: -0.058 -1.927 -2.150  -0.0002
F: -1.347 -0.301 -2.979  -0.0006
S: -0.737 -0.177 -0.329  0.0370
O: -1.825 0.754 -0.238  -0.1736
O: -0.568 -1.220 0.658  -0.0254
O: 0.497 0.567 -0.582  -0.0069
C: -1.035 -0.255 5.702  0.0003
F: -1.043 -1.168 6.638  0.0000
F: -1.715 0.790 6.033  0.0000
F: 0.230 0.055 5.439  0.0000
S: -1.720 -0.929 3.976  -0.0053
O: -0.805 -1.941 3.534  0.0014
O: -3.064 -1.499 4.391  0.0012
O: -1.808 0.137 3.047  0.0293
O: -3.140 -0.056 -5.658  0.0000
H: -3.239 0.074 -6.601  0.0000
H: -2.249 -0.391 -5.554  0.0000
O: 0.950 -1.324 -4.468  0.0000
H: 0.623 -1.749 -5.261  0.0000
H: 0.679 -1.904 -3.756  0.0000
O: 2.769 2.387 0.441  -0.0015
H: 2.291 2.143 1.234  -0.0002
H: 3.524 2.883 0.759  0.0003
O: -1.426 -3.717 1.618  -0.0003
H: -1.596 -4.635 1.831  0.0001
H: -2.252 -3.399 1.253  0.0000
O: 1.311 -3.335 0.288  0.0003
H: 2.013 -2.835 -0.127  0.0000
H: 1.580 -4.249 0.197  0.0000
O: -2.034 2.397 1.761  -0.0325
H: -1.753 1.604 2.219  -0.0011
H: -1.774 3.113 2.340  0.0144
O: -4.519 -2.995 -3.192  0.0003
H: -3.731 -2.848 -2.668  0.0004
H: -4.785 -2.120 -3.476  -0.0001
O: 1.512 -1.217 2.574  -0.0007
H: 1.406 -0.269 2.493  0.0001
H: 2.124 -1.329 3.301  0.0001

=====

Record 4
DFT (ωB97M-V/def2-TZVPD) results for a 2-piece molecular cluster, C5H11O2 overall at a distorted geometry.

Summary:
multiplicity = 2
Kohn-Sham gap (spin up / spin down) = 1.97 / 7.54 eV
⟨S²⟩ = 0.75
energy above the lowest of the compared OMol25 structures with the same formula, charge and spin = 18.1 kcal per mole
net charge = -2
LUMO energy (spin up / spin down) = 6.179 / 6.108 eV

Last column: Mulliken spin population.
Atoms and positions in Å:
C: 1.352 1.011 1.502  -0.3449
C: 2.701 0.554 2.062  3.7303
H: 0.869 0.270 0.873  0.3739
H: 0.536 1.070 2.235  -0.0237
H: 1.453 1.920 0.903  -0.2549
H: 2.572 0.136 3.067  -0.7186
H: 3.131 -0.115 1.306  -0.8296
H: 3.502 1.305 2.170  -0.9621
C: -1.185 -0.179 -1.223  0.1328
C: -2.070 -0.348 -2.451  -0.0056
C: -1.454 -1.370 -0.236  0.0120
O: -2.657 -1.697 -0.045  -0.0360
O: -0.465 -1.781 0.405  -0.0724
H: -0.131 -0.203 -1.496  -0.0046
H: -1.309 0.718 -0.625  0.0301
H: -3.004 -0.825 -2.165  -0.0041
H: -1.658 -1.021 -3.220  0.0064
H: -2.185 0.556 -3.064  -0.0289

=====

Number 1: DFT total energy -9408.4836 eV. Number 2: DFT total energy -8366.6559 eV. Number 3: DFT total energy -266556.4646 eV. Number 4: DFT total energy -9455.2928 eV.